[1]
C26H18HfN6S4 as an isolated structure, computed with wB97M-V/def2-TZVPD.

Last column: natural (NBO) charge in e.
Positions of all 55 atoms, in Å:
H (3.177, -3.538, -1.394)  0.27
S (0.764, 5.114, 2.655)  0.43
C (-3.534, -2.056, -1.164)  0.29
H (3.784, 6.380, 4.131)  0.28
H (4.541, -2.240, 0.215)  0.27
N (-2.156, 2.666, 2.889)  -0.72
H (-0.527, -5.745, -5.464)  0.27
C (2.060, 3.975, 2.561)  -0.31
H (3.880, 1.945, 2.363)  0.26
H (-5.847, 0.456, -1.894)  0.30
C (2.928, 1.729, 1.892)  0.00
C (-0.042, -4.329, -3.846)  -0.17
C (0.171, -5.406, -4.715)  -0.24
H (-5.555, 2.610, -0.459)  0.30
H (1.332, 7.212, 3.737)  0.28
H (-0.943, -3.729, -3.874)  0.21
C (3.198, 4.499, 3.138)  -0.13
C (1.026, -4.095, -2.995)  -0.32
H (-0.125, 3.015, 1.281)  0.23
N (0.206, -1.156, -0.841)  -0.75
C (3.862, -0.438, 1.095)  -0.13
H (-0.811, -2.239, -2.281)  0.22
N (-2.937, -3.239, -1.067)  -0.73
C (3.014, 5.799, 3.646)  -0.23
C (1.399, -0.949, -0.166)  0.12
H (-2.294, -3.435, -0.313)  0.43
C (-3.990, 0.157, -0.795)  0.06
N (-3.060, -0.920, -0.584)  -0.83
C (1.903, 2.689, 1.931)  -0.04
S (2.282, -5.238, -3.285)  0.56
N (-2.747, 1.406, 0.969)  -0.83
C (-5.014, -0.164, -1.597)  -0.34
C (1.553, 0.226, 0.627)  0.21
H (-2.355, 3.443, 3.508)  0.46
C (0.125, -2.158, -1.745)  0.10
C (1.403, -5.980, -4.519)  -0.32
H (-1.587, 1.935, 3.290)  0.43
C (-4.665, 2.415, 0.122)  -0.33
C (-3.825, 1.376, 0.019)  0.05
N (0.505, 1.128, 0.705)  -0.77
S (-4.961, -1.820, -2.075)  0.63
Hf (-1.277, 0.126, 0.044)  2.88
C (2.335, -2.869, -1.250)  -0.01
H (4.802, -0.224, 1.588)  0.27
C (1.742, 6.255, 3.452)  -0.31
H (4.148, 3.985, 3.195)  0.24
H (1.824, -6.820, -5.053)  0.29
S (-4.250, 3.453, 1.434)  0.63
C (3.719, -1.547, 0.341)  -0.14
C (-2.931, 2.440, 1.838)  0.29
H (-3.380, -4.056, -1.470)  0.46
C (0.706, 2.322, 1.308)  0.09
C (1.164, -3.059, -2.007)  -0.03
C (2.783, 0.507, 1.228)  -0.08
C (2.482, -1.812, -0.349)  -0.06

Values from the calculation:
LUMO, eV: -14.78
Total charge: +4
DFT total energy, eV: -80803.7734
Kohn-Sham gap, Eh: 0.1108
F_max, eV/Å: 0.55
ΔE to the lowest compared entry with this formula, charge and spin, eV: 1.337



[2]
C36H25Br2N2O7PSe2V as an isolated structure at a distorted geometry, computed with wB97M-V/def2-TZVPD.

Last column: Löwdin charge in e.
Positions of all 76 atoms, in Å:
C (-3.967, 1.384, 4.087)  -0.09
C (-5.842, -3.210, 0.903)  -0.09
N (0.351, -0.853, -2.971)  0.03
C (-4.755, -2.426, 1.262)  -0.12
Br (-0.331, 0.026, -8.182)  0.72
C (4.282, -2.713, 2.671)  -0.06
H (5.912, 2.915, 2.171)  0.09
H (-7.109, -3.877, -0.704)  0.09
C (-0.010, -0.446, -5.350)  -0.19
C (-4.018, 2.893, 2.221)  -0.09
O (0.783, 1.643, -2.486)  -0.19
Se (-1.794, 0.270, -0.965)  0.53
C (2.597, -1.914, 1.147)  -0.11
H (5.066, -3.420, 2.913)  0.10
C (-0.444, -1.786, -5.470)  -0.02
H (-5.933, -2.520, -2.410)  0.10
C (-5.610, -2.491, -1.375)  -0.10
H (1.417, -0.262, 1.863)  0.11
O (0.773, -1.302, -0.255)  -0.28
P (-2.564, -0.735, 0.838)  0.20
C (0.334, -0.020, -4.058)  -0.12
C (5.691, 1.373, 0.652)  -0.08
H (1.129, 3.325, 2.572)  0.09
C (2.242, -0.929, 2.059)  0.05
C (5.229, 2.405, 1.505)  -0.10
H (0.076, 3.775, 1.219)  0.09
H (-6.347, -3.807, 1.656)  0.10
C (3.618, -2.797, 1.451)  0.00
C (2.987, 2.075, 0.632)  -0.09
O (1.916, 1.168, 3.786)  0.08
H (0.573, 2.501, -6.937)  0.09
O (2.300, -2.760, -1.047)  0.09
H (-0.745, -2.165, -6.438)  0.08
O (2.692, 0.405, -1.056)  -0.11
C (2.943, -0.835, 3.241)  -0.12
H (-0.041, -2.703, -2.233)  0.12
C (-6.268, -3.251, -0.421)  -0.11
H (3.540, 3.509, 2.147)  0.11
H (-3.360, 2.079, 0.342)  0.04
C (4.840, 0.724, -0.196)  0.00
H (-4.001, -1.111, -1.759)  0.04
C (0.782, 2.204, -4.811)  -0.61
H (6.740, 1.093, 0.673)  0.10
C (3.451, 1.045, -0.239)  -0.31
H (-4.588, 3.437, 4.221)  0.09
C (0.094, 0.513, -6.390)  -0.63
C (-3.538, 1.885, 1.390)  -0.12
N (2.614, 0.265, 4.186)  -0.34
C (0.658, 1.346, -3.741)  -0.39
C (-3.478, 0.377, 3.260)  -0.13
H (-4.403, -2.426, 2.286)  0.07
H (-4.129, 1.182, 5.140)  0.10
C (1.103, 3.568, 1.506)  0.01
O (3.092, 0.216, 5.301)  0.07
H (1.725, 4.444, 1.327)  0.09
C (-0.059, -2.082, -3.117)  -0.09
H (-3.236, -0.595, 3.671)  0.05
C (3.906, 2.739, 1.476)  -0.05
C (-0.487, -2.579, -4.361)  -0.02
H (-4.221, 3.877, 1.812)  0.10
C (-4.229, 2.647, 3.571)  -0.11
H (5.179, -0.070, -0.852)  0.12
C (3.946, -1.723, 3.577)  -0.01
H (4.443, -1.630, 4.531)  0.11
C (-4.079, -1.661, 0.306)  -0.38
H (-0.840, -3.599, -4.427)  0.11
C (1.580, 2.382, 0.728)  -0.32
C (-3.257, 0.616, 1.903)  -0.38
C (1.884, -2.027, -0.176)  -0.54
O (0.686, 1.666, 0.234)  -0.10
C (-4.522, -1.697, -1.015)  -0.12
Se (-1.404, -2.040, 2.066)  0.27
C (0.495, 1.788, -6.129)  -0.17
Br (1.307, 3.988, -4.482)  0.75
V (0.748, 0.259, -1.158)  0.73
H (3.886, -3.545, 0.712)  0.12

Values from the calculation:
LUMO (alpha / beta), eV: 1.89 / 1.90
Total charge: -1
DFT total energy, eV: -360810.5852
Kohn-Sham gap (alpha / beta), Eh: 0.2473 / 0.2544
F_max, eV/Å: 2.45
Expectation value of S²: 2.01
ΔE to the lowest compared entry with this formula, charge and spin, eV: 0.775
2S+1: 3



[3]
An isolated ion of composition C4H11N2O and charge +1 at a distorted geometry, computed with wB97M-V/def2-TZVPD.

Last column: natural (NBO) charge in e.
Positions of all 18 atoms, in Å:
H (1.756, 2.744, 1.220)  0.25
H (1.050, 0.607, 1.212)  0.47
C (-0.110, 0.441, -0.100)  -0.34
H (2.156, 2.710, -0.548)  0.25
C (-0.472, -0.761, 0.885)  0.69
H (-2.115, -1.249, -1.332)  0.23
H (-0.981, 1.100, 0.239)  0.24
O (0.205, -0.583, 1.934)  -0.61
C (-1.537, -2.220, -1.044)  -0.43
H (-1.984, -3.277, -1.042)  0.25
H (-0.761, -2.860, 0.744)  0.43
N (1.096, 1.112, 0.349)  -0.52
H (1.808, 0.724, -0.266)  0.43
H (-0.214, 0.327, -1.147)  0.24
C (1.355, 2.535, 0.194)  -0.43
H (0.423, 3.059, 0.148)  0.24
N (-0.917, -1.965, 0.267)  -0.59
H (-0.759, -2.443, -1.712)  0.21

Values from the calculation:
LUMO, eV: -3.32
Total charge: +1
DFT total energy, eV: -9345.4538
Kohn-Sham gap, Eh: 0.3940
F_max, eV/Å: 5.71
ΔE to the lowest compared entry with this formula, charge and spin, eV: 3.403



[4]
A 5-piece molecular cluster, CH12O5 overall at a distorted geometry, computed with wB97M-V/def2-TZVPD.

Last column: natural (NBO) charge in e.
Positions of all 18 atoms, in Å:
O (1.462, 2.358, 1.276)  -0.93
H (0.023, 1.416, -2.902)  0.45
H (-2.740, 0.827, 1.557)  0.49
H (-1.388, 1.132, 0.810)  0.46
H (0.273, -0.391, -1.661)  0.20
O (-0.739, 1.519, -2.497)  -0.90
C (0.898, -1.293, -1.422)  -0.27
H (1.198, -1.464, -0.464)  0.17
O (-1.855, 0.497, 1.237)  -0.95
H (-0.542, 1.478, -1.612)  0.45
H (0.068, -3.286, -1.221)  0.47
H (-0.866, -1.381, 1.722)  0.49
H (1.628, 2.306, 2.161)  0.46
O (-1.024, -1.325, 2.735)  -0.96
H (1.843, -1.605, -1.944)  0.18
O (-0.043, -2.416, -1.750)  -0.77
H (-0.562, -0.485, 3.106)  0.47
H (2.365, 2.112, 0.869)  0.47

Values from the calculation:
LUMO, eV: 0.17
DFT total energy, eV: -11466.4373
Kohn-Sham gap, Eh: 0.3823
F_max, eV/Å: 6.70
ΔE to the lowest compared entry with this formula, charge and spin, eV: 3.048



[5]
C8H10F3NO in the gas phase at a distorted geometry, computed with wB97M-V/def2-TZVPD.

Last column: natural (NBO) charge in e.
Positions of all 23 atoms, in Å:
H (1.974, -1.409, -1.702)  0.23
H (0.069, -1.451, -1.941)  0.24
C (1.188, 0.467, 0.480)  -0.07
C (1.670, -0.418, 1.385)  0.07
C (0.930, -1.245, -1.328)  -0.63
C (0.671, 0.200, -0.897)  0.06
C (1.516, 1.169, -2.115)  0.98
F (1.311, 0.671, -3.365)  -0.33
H (-1.031, 1.445, -1.170)  0.39
F (2.813, 1.230, -1.814)  -0.32
C (1.247, 1.785, 1.075)  -0.32
H (-1.036, 0.357, 1.148)  0.18
O (1.921, 0.201, 2.568)  -0.40
H (0.906, -1.824, -0.337)  0.20
N (-0.694, 0.479, -0.910)  -0.67
C (1.673, 1.532, 2.386)  0.09
F (1.021, 2.412, -2.131)  -0.34
H (-2.501, 0.419, -0.024)  0.21
C (-1.526, 0.039, 0.191)  -0.41
H (-1.557, -1.036, 0.339)  0.19
H (2.255, 2.159, 2.976)  0.20
H (1.640, -1.484, 1.397)  0.21
H (1.027, 2.749, 0.586)  0.24

Values from the calculation:
LUMO, eV: 0.83
DFT total energy, eV: -20146.3455
Kohn-Sham gap, Eh: 0.3557
F_max, eV/Å: 4.14
ΔE to the lowest compared entry with this formula, charge and spin, eV: 1.153



[6]
A 2-piece molecular cluster, C12H14N3 overall at a distorted geometry, computed with wB97M-V/def2-TZVPD.

Last column: natural (NBO) charge in e.
Positions of all 29 atoms, in Å:
H (-1.612, 3.042, 2.047)  0.21
C (-0.856, -0.208, 3.884)  -0.20
H (1.048, -2.125, -1.123)  0.21
C (-0.745, 1.089, 0.421)  0.11
N (1.226, -1.482, -4.855)  -0.62
H (0.624, 2.617, -2.068)  0.44
N (-0.726, 0.136, -0.586)  -0.56
C (1.245, -1.678, -3.574)  0.22
N (0.015, 1.936, -1.482)  -0.54
H (-0.286, 3.201, 0.166)  0.22
H (1.656, -1.985, -5.572)  0.43
H (-1.063, 0.871, 5.660)  0.22
H (0.628, -1.039, -3.024)  0.26
C (-1.368, 2.153, 2.519)  -0.19
C (-1.030, 1.053, 1.822)  -0.08
C (-1.442, 2.165, 3.957)  -0.18
H (1.864, -3.815, -1.113)  0.23
H (0.451, -0.809, -5.053)  0.44
C (-0.681, -0.162, 2.529)  -0.19
C (-0.254, 2.231, -0.192)  -0.09
C (1.517, -2.965, -1.578)  -0.13
C (-1.185, 0.920, 4.599)  -0.20
C (1.878, -2.681, -2.875)  -0.32
C (-0.174, 0.658, -1.786)  0.02
H (-0.903, -0.823, -0.299)  0.41
H (-1.526, 3.162, 4.528)  0.24
H (-0.475, -1.088, 2.039)  0.20
H (-0.454, -1.025, 4.407)  0.22
H (2.629, -3.349, -3.401)  0.24

Values from the calculation:
LUMO, eV: -5.00
Total charge: +1
DFT total energy, eV: -17131.7433
Kohn-Sham gap, Eh: 0.2120
F_max, eV/Å: 4.69
ΔE to the lowest compared entry with this formula, charge and spin, eV: 2.267